1.
# C5H4O3

One molecule with the formula C5H4O3 (ωB97M-V/def2-TZVPD, OMol25).

XYZ file:
```
12
C5H4O3, DFT ωB97M-V/def2-TZVPD
O -2.18 -0.03 0.06
C -1.04 -0.29 -0.14
O -0.21 -1.30 0.44
C 1.10 -0.81 -0.05
C 1.03 0.44 1.07
C 0.30 1.36 0.53
C -0.10 0.77 -0.72
O 1.03 -0.04 -1.19
H 2.13 -1.47 -0.08
H 1.26 0.02 2.22
H 0.00 2.22 0.92
H -0.28 1.35 -1.67
```

## Properties
- frontier orbital gap (Ha) = 0.388
- energy relative to the best compared isomer or geometry (same formula, charge and spin) (kJ/mol) = 418.6
- molar mass (g mol⁻¹) = 112.08
- total charge = 0
- E_HOMO (Eh) = -0.366
- LUMO level (eV) = 0.6030

Atom charges from the natural (NBO) analysis, given in e for atoms 1 to 6: O -0.52; C 0.77; O -0.51; C 0.30; C -0.14; C -0.31

2.
# C5H4OS

One molecule with the formula C5H4OS (ωB97M-V/def2-TZVPD, OMol25).

XYZ file:
```
11
C5H4OS, DFT ωB97M-V/def2-TZVPD
C 1.13 -0.18 0.80
C 0.75 0.01 -0.46
C 0.25 -0.06 1.85
C -1.49 -0.21 -0.17
C -0.46 0.68 -0.95
O -0.29 0.00 2.86
S -2.23 -1.39 -0.94
H 2.05 -0.81 1.02
H 1.31 -0.52 -1.25
H -0.51 1.74 -0.71
H -0.51 0.73 -2.06
```

## Properties
- frontier orbital gap (spin up / spin down) (Ha) = 0.208 / 0.269
- energy relative to the best compared isomer or geometry (same formula, charge and spin) (kJ/mol) = 436.9
- molar mass (g mol⁻¹) = 112.15
- total charge = 0
- E_HOMO (spin up / spin down) (Eh) = -0.247 / -0.281
- LUMO level (spin up / spin down) (eV) = -1.0668 / -0.3302

Atom charges from the natural (NBO) analysis, given in e for atoms 1 to 6: C -0.51; C -0.08; C 0.76; C -0.26; C -0.56; O -0.39

3.
# C5H4OS2

One molecule with the formula C5H4OS2 (ωB97M-V/def2-TZVPD, OMol25).

XYZ file:
```
12
C5H4OS2, DFT ωB97M-V/def2-TZVPD
O -2.22 -1.87 -0.05
C -0.88 -1.68 0.07
C -0.27 -0.52 -0.01
S -1.16 1.05 -0.21
C 0.24 2.10 0.14
C 1.33 1.27 0.04
C 1.07 -0.17 -0.02
S 2.35 -1.21 -0.14
H -2.83 -1.14 -0.22
H -0.30 -2.62 0.47
H 0.24 3.27 0.15
H 2.43 1.54 -0.23
```

## Properties
- frontier orbital gap (Ha) = 0.254
- energy relative to the best compared isomer or geometry (same formula, charge and spin) (kJ/mol) = 127.3
- molar mass (g mol⁻¹) = 144.22
- total charge = 0
- E_HOMO (Eh) = -0.296
- LUMO level (eV) = -1.1377

Atom charges from the natural (NBO) analysis, given in e for atoms 1 to 6: O -0.66; C 0.28; C -0.35; S 0.24; C -0.31; C -0.28

4.
# C5H4S

One molecule with the formula C5H4S (ωB97M-V/def2-TZVPD, OMol25).

XYZ file:
```
10
C5H4S, DFT ωB97M-V/def2-TZVPD
C -0.52 2.21 0.92
S -1.47 0.69 1.18
C 0.15 1.50 -0.04
C 0.39 0.29 -0.71
C 0.75 -0.91 0.16
C -0.64 -0.51 -0.02
H 0.53 0.08 -1.73
H 1.01 -1.71 -0.41
H 1.24 -0.52 0.97
H -1.44 -1.11 -0.32
```

## Properties
- frontier orbital gap (Ha) = 0.281
- energy relative to the best compared isomer or geometry (same formula, charge and spin) (kJ/mol) = 465.3
- molar mass (g mol⁻¹) = 96.15
- total charge = 0
- E_HOMO (Eh) = -0.301
- LUMO level (eV) = -0.5304

Atom charges from the natural (NBO) analysis, given in e for atoms 1 to 6: C -0.29; S 0.31; C 0.08; C -0.35; C -0.41; C -0.29

5.
# C5H5AuBCl3F2N3OS3

C5H5AuBCl3F2N3OS3 as an isolated structure (ωB97M-V/def2-TZVPD, OMol25).

XYZ file:
```
24
C5H5AuBCl3F2N3OS3, DFT ωB97M-V/def2-TZVPD
Au -0.94 0.83 2.04
O -0.94 -1.16 3.15
S -0.59 -2.31 2.29
N -0.75 -1.73 0.83
S -0.54 -2.88 -0.38
C 1.00 -2.46 -0.98
N 1.47 -2.92 -2.11
C 2.81 -2.49 -2.52
C 3.24 -1.40 -1.52
S 2.04 -1.38 -0.15
H 0.94 -3.56 -2.69
H 2.77 -2.10 -3.53
H 3.49 -3.34 -2.50
H 3.25 -0.41 -1.98
H 4.23 -1.60 -1.10
Cl -5.42 4.19 0.04
C -4.30 4.15 1.40
Cl -3.19 5.51 1.35
Cl -5.18 4.11 2.93
C -3.51 2.91 1.30
N -2.89 1.95 1.22
F 1.73 2.17 1.85
B 0.64 1.82 1.18
F 0.63 2.05 -0.12
```

## Properties
- frontier orbital gap (spin up / spin down) (Ha) = 0.264 / 0.184
- energy relative to the best compared isomer or geometry (same formula, charge and spin) (kJ/mol) = 268.9
- molar mass (g mol⁻¹) = 571.45
- total charge = +1
- E_HOMO (spin up / spin down) (Eh) = -0.420 / -0.382
- LUMO level (spin up / spin down) (eV) = -4.2442 / -5.4021

Atom charges from the natural (NBO) analysis, given in e for atoms 1 to 6: Au 0.57; O -0.88; S 1.30; N -1.02; S 0.62; C -0.08

6.
# C5H5BaO15

C5H5BaO15 as an isolated structure (ωB97M-V/def2-TZVPD, OMol25).

XYZ file:
```
26
C5H5BaO15, DFT ωB97M-V/def2-TZVPD
Ba 0.69 -0.15 -0.11
O -1.82 -1.28 3.31
C -0.93 -0.25 3.52
O -0.83 0.28 4.62
O -0.10 -0.05 2.66
H -1.86 -1.45 2.37
O -1.83 2.84 -1.89
C -2.47 1.87 -1.27
O -1.80 1.01 -0.67
O -3.74 1.84 -1.33
H -0.97 2.67 -1.50
O 1.41 -0.73 -4.69
C 1.20 -0.90 -3.39
O 2.05 -1.19 -2.55
O 0.08 -0.84 -2.97
H 0.46 -0.67 -4.82
O 2.37 3.73 1.35
C 2.04 2.62 0.63
O 1.13 2.55 -0.23
O 2.55 1.57 1.02
H 2.96 3.51 2.08
O -0.17 -4.42 0.90
C 0.16 -3.20 0.68
O -0.83 -2.44 0.80
O 1.31 -2.80 0.43
H -1.07 -4.13 1.05
```

## Properties
- frontier orbital gap (Ha) = 0.226
- energy relative to the best compared isomer or geometry (same formula, charge and spin) (kJ/mol) = 80.3
- molar mass (g mol⁻¹) = 442.41
- total charge = -3
- E_HOMO (Eh) = 0.022
- LUMO level (eV) = 6.7321

Atom charges from the natural (NBO) analysis, given in e for atoms 1 to 6: Ba 1.88; O -0.78; C 0.95; O -0.81; O -0.85; H 0.51

7.
# C5H5Br

One molecule with the formula C5H5Br (ωB97M-V/def2-TZVPD, OMol25).

XYZ file:
```
11
C5H5Br, DFT ωB97M-V/def2-TZVPD
C -0.35 -2.62 -0.09
C -0.51 -1.45 0.17
C -0.62 -0.01 0.47
Br -2.53 0.60 0.00
C 0.28 0.88 -0.44
C 1.39 1.44 0.01
H -0.55 -3.56 -0.49
H -0.51 0.28 1.47
H -0.13 1.21 -1.40
H 1.99 1.90 -0.73
H 1.55 1.34 1.02
```

## Properties
- frontier orbital gap (Ha) = 0.380
- energy relative to the best compared isomer or geometry (same formula, charge and spin) (kJ/mol) = 102.8
- molar mass (g mol⁻¹) = 145.00
- total charge = 0
- E_HOMO (Eh) = -0.369
- LUMO level (eV) = 0.2882

Atom charges from the natural (NBO) analysis, given in e for atoms 1 to 6: C -0.19; C -0.04; C -0.28; Br -0.04; C -0.18; C -0.38

8.
# C5H5Br

A 2-piece molecular cluster, C5H5Br overall (ωB97M-V/def2-TZVPD, OMol25).

XYZ file:
```
11
C5H5Br, DFT ωB97M-V/def2-TZVPD
C 0.12 3.39 -0.04
C 0.10 2.20 0.06
C -0.38 -1.36 0.78
C -0.41 -1.33 -0.75
C 0.60 -0.60 0.01
Br 2.45 -0.66 -0.03
H 0.03 4.44 -0.09
H -1.16 -0.83 1.29
H -0.05 -2.25 1.30
H -0.09 -2.21 -1.31
H -1.21 -0.79 -1.22
```

## Properties
- frontier orbital gap (spin up / spin down) (Ha) = 0.307 / 0.212
- energy relative to the best compared isomer or geometry (same formula, charge and spin) (kJ/mol) = 193.8
- molar mass (g mol⁻¹) = 145.00
- total charge = 0
- spin multiplicity = 3
- <S²> = 2.0058
- E_HOMO (spin up / spin down) (Eh) = -0.271 / -0.349
- LUMO level (spin up / spin down) (eV) = 0.9785 / -3.7406

Atom charges from the natural (NBO) analysis, given in e for atoms 1 to 6: C -0.20; C 0.02; C -0.48; C -0.48; C -0.02; Br 0.07

9.
# C5H5Br2INO5

C5H5Br2INO5 as an isolated structure (ωB97M-V/def2-TZVPD, OMol25).

XYZ file:
```
19
C5H5Br2INO5, DFT ωB97M-V/def2-TZVPD
C 3.80 -0.21 -0.76
C 2.21 -0.14 -0.47
Br 1.42 1.62 -0.08
C 1.37 -1.30 -0.49
Br 2.14 -3.11 -0.91
C -0.20 -1.26 -0.16
I -1.13 -3.27 -0.14
O -0.97 -0.48 -1.09
C -2.26 -0.29 -0.44
O -3.27 -0.17 -1.17
H 4.22 -1.25 -0.55
H 4.32 0.52 -0.03
H 4.02 0.18 -1.81
H -0.29 -0.90 0.94
H -2.32 -0.25 0.72
N -3.26 2.58 1.61
O -2.95 3.78 1.53
O -4.42 2.22 1.33
O -2.42 1.73 1.97
```

## Properties
- frontier orbital gap (Ha) = 0.231
- molar mass (g mol⁻¹) = 445.81
- total charge = -1
- E_HOMO (Eh) = -0.166
- LUMO level (eV) = 1.7804

Atom charges from the natural (NBO) analysis, given in e for atoms 1 to 6: C -0.66; C -0.07; Br 0.11; C -0.14; Br 0.03; C -0.05

10.
# C5H5BrF2N2

One molecule with the formula C5H5BrF2N2 (ωB97M-V/def2-TZVPD, OMol25).

XYZ file:
```
15
C5H5BrF2N2, DFT ωB97M-V/def2-TZVPD
C -2.85 0.33 -0.92
N -1.76 -0.56 -0.72
C -0.70 -0.95 -0.41
C 0.46 -1.58 -0.04
C 1.70 -1.17 0.38
N 2.36 -0.10 0.73
C 2.22 1.18 0.78
F 2.50 1.95 -0.24
F 2.81 1.82 1.86
Br 0.19 1.96 1.10
H -3.39 -0.01 -1.95
H -3.71 0.35 -0.20
H -2.57 1.45 -0.75
H 0.41 -2.61 -0.22
H 2.33 -2.05 0.61
```

## Properties
- frontier orbital gap (Ha) = 0.335
- energy relative to the best compared isomer or geometry (same formula, charge and spin) (kJ/mol) = 0.0
- molar mass (g mol⁻¹) = 211.01
- total charge = 0
- E_HOMO (Eh) = -0.338
- LUMO level (eV) = -0.0781

Atom charges from the natural (NBO) analysis, given in e for atoms 1 to 6: C -0.47; N -0.33; C 0.66; C -0.59; C 0.22; N -0.59

Look up the molar mass of the seventh one. 145.00 g mol⁻¹

molar mass of number 8 (C5H5Br)? 145.00 g mol⁻¹

Number 3 is which compound? C5H4OS2